(1)
{"formula": "C2H3N4", "method": "the ωB97M-V functional and the def2-TZVPD basis", "homo_ev": [-17.784, -17.459], "multiplicity": 1, "charge": 1, "fmax_ev_per_a": 5.7, "lumo_energy_ev": [-9.11, -10.16], "de_lowest_kcal_mol": 102.6, "orbital_gap_ev": [8.68, 7.30], "symbols": ["N", "N", "C", "H", "H", "N", "C", "N", "H"], "xyz": [[-0.02480, -0.12305, 0.04213], [0.92170, 0.04739, 0.99936], [-0.11376, 0.67781, -1.12550], [-0.78412, 0.17683, -1.81617], [0.87865, 0.83399, -1.66500], [0.58583, -0.79534, 2.04039], [-0.65922, -1.14127, 0.65329], [-0.44627, -1.44623, 1.86707], [-0.35802, 1.76986, -0.99556]], "nbo_charge": [-0.178, 0.094, -0.474, 0.267, 0.293, 0.170, 0.726, -0.195, 0.296]}

=====

(2)
{"formula": "C6H15N2", "method": "the ωB97M-V functional and the def2-TZVPD basis", "homo_ev": -12.576, "multiplicity": 1, "charge": 1, "fmax_ev_per_a": 6.4, "smiles": "CN(C)C1(C)C[NH2+]C1", "lumo_energy_ev": -3.47, "de_lowest_kcal_mol": 85.5, "orbital_gap_ev": 9.11, "symbols": ["H", "N", "H", "C", "C", "C", "C", "H", "H", "H", "H", "H", "C", "H", "C", "H", "H", "H", "N", "H", "H", "H", "H"], "xyz": [[2.04443, 0.64002, -0.97217], [2.13062, -0.41048, 0.91767], [-1.50998, 2.27974, 0.91429], [-2.06245, -0.30036, 0.54302], [0.87653, -1.30263, 0.79495], [0.26670, -0.19764, -0.18565], [0.02125, -0.64200, -1.51957], [0.99986, -2.33298, 0.50871], [-2.89278, 0.26419, 0.82666], [0.94690, -1.10426, -1.91464], [-0.42879, 0.02801, -2.27918], [2.37589, -0.13123, 1.79333], [1.58018, 0.59352, 0.00050], [-2.21456, -1.04593, -0.28023], [-0.95185, 1.84180, 0.04700], [1.64842, 1.59675, 0.35438], [-1.99070, -0.97884, 1.48204], [-1.24480, 2.02207, -0.98096], [-0.77604, 0.42829, 0.50211], [-0.78337, -1.36559, -1.47263], [2.98656, -0.93591, 0.45799], [-0.16434, 2.51402, 0.20013], [0.27484, -1.21663, 1.70355]], "nbo_charge": [0.234, -0.498, 0.237, -0.431, -0.222, 0.145, -0.662, 0.241, 0.240, 0.218, 0.253, 0.432, -0.237, 0.195, -0.455, 0.246, 0.194, 0.201, -0.468, 0.236, 0.449, 0.203, 0.250]}

=====

(3)
{"formula": "C48H132N12O12", "method": "the ωB97M-V functional and the def2-TZVPD basis", "homo_ev": -8.792, "multiplicity": 1, "charge": 0, "fmax_ev_per_a": 2.7, "smiles": "COC[C@H](C)N.COC[C@H](C)N.COC[C@H](C)N.COC[C@H](C)N.COC[C@H](C)N.COC[C@H](C)N.COC[C@H](C)N.COC[C@H](C)N.COC[C@H](C)N.COC[C@H](C)N.COC[C@H](C)N.COC[C@H](C)N", "lumo_energy_ev": 0.50, "de_lowest_kcal_mol": 46.6, "orbital_gap_ev": 9.29, "symbols": ["C", "O", "C", "H", "H", "H", "H", "H", "H", "H", "H", "H", "H", "H", "H", "H", "H", "H", "H", "H", "C", "C", "C", "H", "H", "C", "H", "H", "C", "H", "H", "H", "H", "H", "H", "H", "H", "H", "O", "H", "H", "H", "C", "H", "H", "H", "H", "H", "H", "C", "C", "H", "H", "C", "H", "H", "H", "H", "H", "H", "O", "O", "C", "C", "C", "H", "H", "C", "H", "H", "O", "C", "O", "C", "H", "H", "H", "N", "N", "C", "N", "H", "N", "H", "C", "C", "C", "C", "H", "H", "H", "C", "C", "N", "O", "H", "H", "H", "H", "H", "H", "H", "C", "O", "H", "H", "H", "H", "H", "H", "H", "H", "H", "H", "H", "H", "H", "H", "H", "H", "C", "H", "C", "H", "C", "H", "H", "H", "H", "C", "H", "C", "H", "H", "H", "H", "C", "H", "C", "H", "H", "H", "C", "H", "C", "H", "H", "H", "H", "O", "N", "H", "O", "H", "H", "H", "H", "C", "C", "O", "H", "H", "H", "H", "H", "H", "C", "C", "O", "N", "H", "N", "C", "H", "N", "H", "H", "H", "H", "N", "H", "H", "H", "H", "C", "C", "C", "H", "C", "H", "H", "N", "H", "H", "H", "C", "C", "H", "C", "C", "N", "C", "H", "H"], "xyz": [[-2.31743, 7.22001, -0.37459], [6.69689, 1.59437, -0.80527], [0.38731, 0.46940, -1.00324], [2.51264, 0.86705, 6.19518], [2.53027, 1.58859, -0.12381], [0.41073, 1.00247, -1.95036], [-4.48403, -2.24072, -0.09096], [5.04120, 4.85360, 5.77369], [5.99853, -5.26290, 2.14983], [4.77219, -3.90343, 2.00214], [1.36050, 2.71611, 5.12141], [6.02117, -4.05677, 0.94825], [-3.37102, 4.32311, -1.65850], [5.86908, 3.39111, 5.19521], [-1.21148, -9.10173, 0.05271], [-2.10250, -1.80037, 5.76107], [5.40903, -7.31283, 1.10242], [-5.76700, -1.60773, -2.12150], [-0.91604, 2.79830, -0.99165], [-1.56461, 2.06737, 0.49127], [2.68605, -3.35617, -1.72067], [0.37146, -7.68550, -0.48271], [-4.51896, -2.86976, -0.96299], [-1.79622, -1.73755, -0.14246], [-3.02566, 9.24783, 1.17139], [3.48466, 3.04107, 4.57120], [-3.20418, 2.05538, -3.75367], [-1.26697, -8.49459, -1.64720], [0.12273, -3.45628, 3.90770], [0.51436, -7.01698, -1.31756], [-1.56880, -2.81586, -3.67853], [-2.44363, 2.70478, 4.65536], [-1.42953, 7.55384, 0.22706], [-4.33635, -0.10271, 1.64040], [2.42882, -2.74402, 2.78855], [-1.83918, -5.32253, -2.19097], [-3.07785, 3.64168, 3.27669], [5.64161, 3.62107, 6.89427], [3.38982, -3.80286, -0.57114], [-5.08433, 0.21148, -1.26554], [-2.54094, 0.68953, -2.87806], [3.36180, 3.96820, 3.99881], [-5.80302, -2.62027, -1.71897], [-3.32396, -3.47371, 3.71803], [-2.50612, 4.55410, 6.00734], [-0.37659, 4.02120, 4.80776], [-0.48607, 3.01450, -3.55233], [-2.06290, -4.23560, 2.78821], [-3.58945, -2.69058, -1.54107], [2.87555, 4.88555, -2.69781], [0.59896, -6.88678, 0.87283], [1.72369, 4.88763, 1.28583], [1.53012, -0.70695, -4.57766], [-0.83911, 5.60979, -1.59428], [1.99704, -4.13244, -2.05950], [1.44269, 2.98785, 2.72705], [-1.83675, 4.58437, -4.40687], [-0.09414, -0.56308, -3.93841], [-1.32332, -6.44084, -3.46717], [8.00359, 3.09317, -1.49915], [-0.87204, -0.12707, -0.94317], [0.23649, 4.71450, 2.55320], [-1.05849, -8.24705, -0.60420], [2.14887, 2.20641, 4.54163], [-0.58360, -3.23199, -3.34923], [5.86231, -6.55142, -0.23136], [-0.71129, -1.94374, -5.70880], [0.50511, 2.37330, -5.33870], [3.34609, -0.90640, -2.56995], [0.23463, -4.41612, 3.38651], [-4.58952, -4.23571, -0.48071], [-0.77649, 5.37521, 3.22913], [-0.51176, -4.64616, -3.62775], [2.30083, 0.80718, 5.10056], [-2.55823, -4.50988, -0.21288], [-1.84139, 3.45329, -5.61246], [5.89557, 1.70087, -2.65490], [0.07043, -2.61752, -5.72947], [-1.21096, -1.99706, 5.24682], [0.78878, -1.18772, -3.94394], [-5.81229, -3.54801, -2.87329], [1.64814, -6.60829, 0.93220], [1.21587, -8.88886, -0.44737], [3.07576, 0.25390, 4.61115], [-0.66551, 2.51884, 0.05049], [-1.61249, -5.41315, -3.25868], [-2.30040, -3.32543, 3.36583], [-1.29569, 4.41216, 4.32737], [-4.66112, 8.55536, 1.44480], [4.88871, 2.34900, -1.36870], [-1.14159, -0.60181, 1.07262], [-3.45176, 1.22551, -3.07061], [-0.09265, 3.48167, -4.45938], [1.79106, 2.27199, -0.09542], [-0.24220, -5.72829, 0.97916], [-1.14561, -1.19122, 4.60907], [-7.91945, -2.37056, -1.40671], [-5.83298, -4.50720, -2.48690], [0.82781, -3.24943, 4.73597], [-4.11331, 9.19069, -0.16661], [1.15372, -1.07165, -2.91896], [1.28707, 1.83767, -4.78249], [-3.46251, -4.56659, 0.37017], [-3.93304, 1.75480, -1.85700], [-1.83083, -7.48906, -0.34492], [3.12279, 0.81096, -2.36504], [-6.01174, -0.00874, 1.18963], [-0.38869, -3.50077, -5.95561], [1.43845, -3.13939, -4.27580], [1.59855, 4.76377, -4.93167], [0.59191, 1.06611, 1.10106], [-1.46501, -4.06847, 5.17787], [-7.01197, -2.05732, 0.02609], [-4.17344, 5.63055, -1.31855], [3.90095, -1.04145, -0.18393], [3.62348, 4.95809, -3.49719], [3.65204, -5.67507, -1.38435], [-0.26035, 1.62288, -5.53866], [0.41404, 6.06100, 1.00642], [-3.84426, 2.23149, 0.74395], [5.58991, 1.55291, -1.62960], [0.93775, 2.74849, -6.28183], [-3.82920, 8.65799, 0.73037], [-2.41736, 7.90067, -1.23817], [5.35369, -4.67860, 1.53594], [3.33382, -3.03337, -2.54625], [-1.54914, 2.61037, 3.19690], [-0.79954, 4.69682, -2.20197], [1.81286, 2.60544, -1.04755], [-2.16105, 3.29611, 3.78549], [0.34897, -7.59876, 1.69454], [1.67645, -1.96641, 2.86842], [1.31775, -4.32463, 0.81694], [2.19079, 1.60875, 2.55212], [5.12052, -0.21251, 0.46473], [-6.45011, 2.13077, -0.70466], [-2.16571, 5.74703, -0.80517], [5.82830, -0.48445, -1.84135], [-4.25918, 0.81611, -0.85432], [-3.59130, -5.57681, 0.78282], [4.22976, 2.48032, 3.96375], [3.22562, 4.55768, -1.69401], [4.43604, -5.54260, 0.65130], [1.33946, 0.30993, 5.01734], [-5.15194, 0.59689, 1.43456], [-0.77642, 6.46485, -2.25964], [-5.38941, 3.29477, -0.56934], [6.55993, 3.64544, -0.50416], [5.08477, -4.75333, -1.24825], [1.76148, 4.03474, -3.01307], [-1.25164, 4.14670, -5.14121], [-0.45070, 3.45130, 0.67007], [3.92631, 3.13946, 5.87662], [-1.59052, 5.67786, 2.58925], [-1.43318, 5.80477, 5.94096], [1.21570, -9.33877, -1.34988], [1.22031, -0.19385, -0.92422], [5.17980, 3.75984, 5.94967], [-0.96922, -1.10204, 0.08441], [-3.48491, 7.29771, 0.39963], [1.50960, 6.26130, 2.44874], [-2.27305, -2.40493, 2.75574], [-0.06169, -1.71728, 0.15889], [0.35734, -4.45953, -0.62021], [-0.36775, 6.19240, 3.78188], [2.20554, -8.73444, -0.23387], [-4.70708, 1.65640, 0.33359], [1.02044, 5.56231, 1.76304], [0.34091, -2.46063, 2.93888], [5.05001, -6.81895, 0.31208], [4.26429, 0.15044, -3.62022], [-3.26494, 5.33159, -1.65531], [4.97640, 0.12935, -1.57445], [-2.09093, 5.18537, 0.12676], [1.55781, 2.10002, 3.20272], [-2.57252, -5.10439, -3.84384], [-7.26874, -3.78314, -0.58149], [0.42816, 5.39864, -3.69791], [7.92428, 2.75679, 0.24247], [-5.79781, 2.53152, -0.01786], [1.74641, -1.50244, 1.89598], [0.05831, 5.60121, -0.96441], [-6.70184, -3.47091, -3.32696], [-4.17648, 0.51478, -3.49126], [3.85767, 0.04958, -2.60754], [0.30188, -4.51088, 0.47877], [0.47783, -2.61150, -4.29372], [2.00924, -2.52155, -1.46628], [0.53021, 1.52538, 0.12267], [-3.34894, -3.78038, 1.13206], [-5.42176, 1.08851, 2.37556], [-2.00741, 5.18894, 5.37439], [1.84014, -1.24020, 3.67926], [2.49549, 5.92291, -2.64568], [-0.35500, -3.73852, 0.85414], [0.95513, 4.52243, -4.05126], [7.30884, 2.83230, -0.64535], [-3.43154, 0.18075, -0.51001], [-1.27503, -3.24695, 4.50793], [4.14863, -4.96161, -0.72174], [4.43471, -0.17343, -0.27346], [-7.06223, -2.72388, -0.82873], [-0.41788, -2.92531, -2.32233], [3.52269, -5.80122, 1.20368]], "lowdin_charge": [-0.229, -0.185, -0.230, 0.095, 0.028, 0.118, 0.097, 0.101, 0.065, 0.059, 0.124, 0.076, 0.052, 0.082, 0.075, 0.091, 0.065, 0.109, 0.073, 0.061, -0.110, -0.407, -0.203, 0.059, 0.082, -0.222, 0.085, 0.067, -0.204, 0.113, 0.136, 0.069, 0.131, 0.059, 0.079, 0.064, 0.091, 0.073, -0.195, 0.115, 0.063, 0.120, -0.428, 0.078, 0.068, 0.122, 0.106, 0.068, 0.123, -0.084, -0.149, 0.079, 0.085, -0.061, 0.077, 0.034, 0.065, 0.071, 0.081, 0.102, -0.195, -0.242, -0.071, -0.405, -0.167, 0.072, 0.071, -0.055, 0.030, 0.121, -0.201, -0.202, -0.207, -0.072, 0.049, 0.063, 0.122, 0.042, 0.030, -0.083, 0.041, 0.089, 0.023, 0.065, -0.018, -0.120, -0.069, -0.414, 0.096, 0.116, 0.107, -0.085, -0.425, 0.071, -0.198, 0.074, 0.071, 0.078, 0.129, 0.078, 0.035, 0.067, -0.070, -0.209, 0.070, 0.066, 0.052, 0.068, 0.128, 0.141, 0.102, 0.132, 0.061, 0.071, 0.067, 0.086, 0.126, 0.065, 0.063, 0.134, -0.224, 0.089, -0.087, 0.129, -0.036, 0.095, 0.067, 0.043, 0.037, -0.054, 0.138, -0.068, 0.079, 0.070, 0.076, 0.087, -0.414, 0.132, -0.216, 0.103, 0.126, 0.088, -0.420, 0.063, -0.046, 0.081, 0.060, 0.094, 0.130, -0.225, 0.040, 0.080, -0.170, 0.122, 0.065, 0.068, 0.089, -0.114, -0.085, -0.200, 0.096, 0.073, 0.072, 0.074, 0.111, 0.068, -0.407, -0.095, -0.234, 0.026, 0.094, 0.067, -0.417, 0.116, 0.055, 0.122, 0.087, 0.085, 0.081, 0.040, 0.070, 0.067, 0.054, 0.092, -0.053, -0.095, -0.423, 0.074, -0.377, 0.057, 0.071, 0.024, 0.062, 0.087, 0.059, -0.234, -0.120, 0.109, -0.424, -0.224, 0.062, -0.049, 0.097, 0.117]}

=====

Copy entry 1 word for word.
{"formula": "C2H3N4", "method": "the ωB97M-V functional and the def2-TZVPD basis", "homo_ev": [-17.784, -17.459], "multiplicity": 1, "charge": 1, "fmax_ev_per_a": 5.7, "lumo_energy_ev": [-9.11, -10.16], "de_lowest_kcal_mol": 102.6, "orbital_gap_ev": [8.68, 7.30], "symbols": ["N", "N", "C", "H", "H", "N", "C", "N", "H"], "xyz": [[-0.02480, -0.12305, 0.04213], [0.92170, 0.04739, 0.99936], [-0.11376, 0.67781, -1.12550], [-0.78412, 0.17683, -1.81617], [0.87865, 0.83399, -1.66500], [0.58583, -0.79534, 2.04039], [-0.65922, -1.14127, 0.65329], [-0.44627, -1.44623, 1.86707], [-0.35802, 1.76986, -0.99556]], "nbo_charge": [-0.178, 0.094, -0.474, 0.267, 0.293, 0.170, 0.726, -0.195, 0.296]}